Entry 1:
DFT (wB97M-V/def2-TZVPD) results for a structure of composition C50H43FN3PS2Se2W.

Summary:
Spin multiplicity: 3
LUMO level (spin up / spin down), Eh: -0.230 / -0.236
Maximum force, eV/A: 0.3
E_tot, Ha: -8202.6033
Total charge: +2
Gap between HOMO and LUMO (spin up / spin down), Eh: 0.2411 / 0.2354

Each line ends with the Mulliken charge.
Geometry (Å):
W1 -0.1731 -0.0541 0.1299  -0.139
S1 -2.1449 6.9288 -0.0606  -0.107
C1 -0.8165 7.9404 -0.4017  -0.426
C2 0.3684 7.2740 -0.3089  -0.670
C3 0.1944 5.9126 0.0361  -0.475
C4 -1.1200 5.5704 0.2068  0.452
C5 -1.6688 4.2558 0.5294  0.069
C6 -0.9246 3.1110 0.1928  -0.578
N1 -1.3581 1.8756 0.3789  0.875
C7 -2.5989 1.6957 0.9027  -0.350
C8 -3.3812 2.7609 1.3501  1.118
C9 -4.6544 2.4817 1.9529  -1.150
C10 -5.1054 1.2151 2.0555  -1.146
C11 -4.3300 0.1086 1.5668  1.055
C12 -4.7997 -1.2109 1.5709  -0.926
C13 -4.0258 -2.2235 1.0400  0.528
C14 -2.7529 -1.8783 0.5576  0.588
N2 -2.2670 -0.6444 0.5555  0.152
C15 -3.0698 0.3567 1.0177  -0.485
C16 -4.4843 -3.6102 0.9941  0.212
C17 -5.2967 -4.2493 1.8896  -0.753
C18 -5.5590 -5.5939 1.5328  -0.565
C19 -4.9429 -5.9519 0.3724  -0.451
S2 -4.0435 -4.6665 -0.2950  -0.005
C20 -2.8894 4.0599 1.1453  -0.957
H1 -0.9781 8.9784 -0.6427  0.483
H2 1.3279 7.7415 -0.4707  0.453
H3 1.0204 5.2267 0.1697  0.569
H4 0.0566 3.2147 -0.2468  0.213
H5 -5.2495 3.3123 2.3089  0.526
H6 -6.0721 1.0083 2.4957  0.489
H7 -5.7879 -1.4259 1.9589  0.616
H8 -2.1106 -2.6587 0.1828  -0.449
H9 -5.6759 -3.7846 2.7894  0.472
H10 -6.1744 -6.2655 2.1115  0.444
H11 -4.9812 -6.9026 -0.1337  0.453
H12 -3.4784 4.9089 1.4730  0.578
C21 4.1965 -1.7285 -1.1730  -1.758
C22 3.0893 -2.3881 -0.3449  1.472
C23 3.3230 -3.9041 -0.3003  -1.538
C24 3.0132 -1.8126 1.0587  0.660
C25 4.1842 -1.6760 1.7915  -0.672
C26 4.1696 -1.1876 3.0858  -1.528
C27 2.9687 -0.8247 3.6664  -1.314
C28 1.7607 -0.9468 2.9832  0.929
C29 0.5179 -0.4568 3.7183  0.530
C30 0.0779 0.8799 3.1453  -0.995
C31 -0.6660 -1.4177 3.8393  -1.531
C32 1.8017 -1.4369 1.6673  -0.455
N3 0.5804 -1.6723 0.8881  1.245
C33 0.2611 -3.0733 0.8630  1.323
C34 0.4968 -3.8852 1.9743  -1.077
C35 0.2723 -5.2497 1.9328  -1.091
C36 -0.1700 -5.8534 0.7643  -0.850
C37 -0.3917 -5.0774 -0.3614  -0.602
C38 -0.1755 -3.7194 -0.2876  0.080
F1 -0.4110 -2.9857 -1.3995  -0.326
H13 4.0934 -2.0083 -2.2225  0.460
H14 5.1847 -2.0542 -0.8452  0.398
H15 4.1556 -0.6424 -1.1002  0.389
H16 2.1419 -2.1934 -0.8539  -0.324
H17 4.2873 -4.1192 0.1639  0.394
H18 3.3404 -4.3135 -1.3112  0.407
H19 2.5555 -4.4271 0.2691  0.249
H20 5.1256 -1.9644 1.3426  0.426
H21 5.0915 -1.0933 3.6434  0.446
H22 2.9597 -0.4450 4.6805  0.494
H23 0.8514 -0.2513 4.7377  0.799
H24 -0.2276 0.7581 2.0904  0.237
H25 0.8776 1.6204 3.1425  0.449
H26 -0.8006 1.2846 3.6515  0.496
H27 -1.0852 -1.6952 2.8714  0.171
H28 -1.4553 -0.9418 4.4245  0.516
H29 -0.3841 -2.3311 4.3603  0.412
H30 0.8994 -3.4413 2.8721  0.518
H31 0.4680 -5.8458 2.8132  0.480
H32 -0.3289 -6.9219 0.7239  0.506
H33 -0.7218 -5.5017 -1.2995  0.587
Se1 -0.3339 -0.2623 -2.3731  -0.316
P1 1.2433 1.2714 -2.4753  0.703
Se2 1.9599 1.2997 -0.3898  -0.340
C39 2.5431 0.8383 -3.6229  1.242
C40 2.1970 0.2672 -4.8471  -0.761
C41 3.1913 -0.0063 -5.7705  -0.731
C42 4.5156 0.2958 -5.4769  -0.516
C43 4.8552 0.8700 -4.2598  -0.848
C44 3.8688 1.1405 -3.3238  -0.312
C45 0.5816 2.8845 -2.9238  0.895
C46 -0.7871 3.1384 -2.9443  -0.442
C47 -1.2394 4.4240 -3.2105  -0.766
C48 -0.3315 5.4439 -3.4534  -0.498
C49 1.0341 5.1855 -3.4434  -0.807
C50 1.4968 3.9080 -3.1795  -0.562
H34 1.1644 0.0321 -5.0775  0.403
H35 2.9335 -0.4556 -6.7196  0.436
H36 5.2882 0.0803 -6.2024  0.439
H37 5.8873 1.1011 -4.0349  0.445
H38 4.1327 1.5737 -2.3666  0.408
H39 -1.4930 2.3390 -2.7562  0.383
H40 -2.3019 4.6255 -3.2366  0.463
H41 -0.6880 6.4442 -3.6598  0.489
H42 1.7393 5.9800 -3.6466  0.462
H43 2.5620 3.7080 -3.1794  0.408



Entry 2:
DFT (wB97M-V/def2-TZVPD) results for a structure of composition C50H43FeN3O2PS3 in a non-equilibrium geometry.

Summary:
Spin multiplicity: 2
LUMO level (spin up / spin down), Eh: -0.226 / -0.302
Maximum force, eV/A: 1.5
E_tot, Ha: -5044.9279
Total charge: +2
Gap between HOMO and LUMO (spin up / spin down), Eh: 0.2188 / 0.1427

Each line ends with the Mulliken charge.
Geometry (Å):
Fe1 0.3470 0.8351 0.4336  0.095
C1 2.3328 0.9882 7.3532  -0.528
C2 2.4824 2.0080 6.4226  -0.755
C3 1.8883 1.8983 5.1739  -0.211
C4 1.1462 0.7649 4.8424  0.189
C5 1.0006 -0.2553 5.7765  -0.314
C6 1.5952 -0.1411 7.0285  -0.809
P1 0.5167 0.6309 3.1269  0.389
C7 -0.7416 -0.6881 3.3355  -0.448
C8 -0.7449 -1.8499 2.5833  0.975
C9 -1.8209 -2.7320 2.6182  -0.148
C10 -2.9154 -2.4529 3.4223  -0.777
C11 -2.9213 -1.2935 4.1964  -0.743
C12 -1.8476 -0.4156 4.1477  -0.425
C13 2.0335 -0.0127 2.3226  1.260
C14 3.0822 -0.6745 2.9693  -0.547
C15 4.2820 -0.8559 2.3005  -0.932
C16 4.4461 -0.3384 1.0160  -0.926
C17 3.3998 0.3169 0.3784  0.008
C18 2.1575 0.4759 1.0083  0.438
H1 2.7881 1.0754 8.3318  0.407
H2 3.0590 2.8900 6.6715  0.418
H3 2.0125 2.6923 4.4456  0.419
H4 0.4371 -1.1464 5.5330  0.455
H5 1.4833 -0.9410 7.7497  0.417
H6 0.1174 -2.0839 1.9768  -0.345
H7 -1.7896 -3.6389 2.0257  0.264
H8 -3.7504 -3.1401 3.4668  0.448
H9 -3.7626 -1.0787 4.8448  0.424
H10 -1.8635 0.4840 4.7563  0.496
H11 2.9764 -1.0205 3.9926  0.508
H12 5.1052 -1.3602 2.7909  0.451
H13 5.4036 -0.4495 0.5176  0.478
H14 3.5681 0.7023 -0.6259  0.362
N1 -1.0663 0.7558 -3.5668  0.647
C19 -0.0955 0.9080 -4.5618  -0.036
C20 -0.4433 0.7615 -5.8990  -0.878
C21 0.5318 0.8926 -6.8649  -0.646
C22 1.8626 1.1650 -6.5167  -0.758
C23 2.2142 1.3204 -5.1973  -0.902
C24 1.2275 1.2003 -4.2100  0.963
S1 1.6545 1.4452 -2.5704  -0.027
N2 0.2918 1.1823 -1.7413  0.603
C25 -0.8466 0.8412 -2.2512  0.137
C26 -1.9802 0.5600 -1.3030  0.280
C27 -3.2161 0.1195 -1.7081  -0.547
C28 -4.2113 -0.0391 -0.7428  -1.360
C29 -3.9141 0.2667 0.5650  -1.153
C30 -2.6189 0.6683 0.8860  -1.152
N3 -1.6664 0.7886 -0.0323  1.109
H15 -2.0077 0.5665 -3.8779  0.128
H16 -1.4692 0.5426 -6.1731  0.531
H17 0.2640 0.7811 -7.9074  0.460
H18 2.6144 1.2563 -7.2895  0.469
H19 3.2376 1.5386 -4.9144  0.512
H20 -3.4329 -0.1454 -2.7359  0.572
H21 -5.1916 -0.4027 -1.0222  0.565
H22 -4.6555 0.1795 1.3482  0.655
H23 -2.3293 0.8783 1.9067  0.867
C31 -5.3880 3.7922 -2.0646  -1.574
C32 -3.9483 3.8798 -1.6295  0.701
C33 -3.5969 3.8165 -0.2785  -0.843
C34 -2.2727 3.8918 0.1248  -0.628
C35 -1.2821 4.0439 -0.8372  0.877
C36 -1.6044 4.1071 -2.1861  -0.559
C37 -2.9338 4.0286 -2.5752  -0.752
S2 0.4323 4.0258 -0.3962  0.188
C38 0.5507 5.4659 0.6245  -1.192
O1 0.6292 2.8881 0.5710  -0.275
H24 -6.0585 3.7020 -1.2119  0.378
H25 -5.5473 2.9307 -2.7159  0.329
H26 -5.6786 4.6796 -2.6285  0.401
H27 -4.3769 3.7129 0.4678  0.387
H28 -2.0111 3.8108 1.1751  0.334
H29 -0.8208 4.2403 -2.9268  0.510
H30 -3.1916 4.0981 -3.6262  0.516
H31 -0.2144 5.4199 1.3979  0.352
H32 0.4251 6.3466 -0.0060  0.417
H33 1.5467 5.4487 1.0639  0.471
O2 0.5612 -1.1464 -0.5776  -0.068
S3 1.5733 -2.2271 -0.2082  0.470
C39 2.3680 -2.6122 -1.7560  0.217
C40 1.9730 -1.9684 -2.9150  -0.193
C41 2.6467 -2.2366 -4.1024  -0.633
C42 3.7046 -3.1339 -4.1126  -0.702
C43 4.0867 -3.7766 -2.9393  -0.836
C44 3.4219 -3.5167 -1.7520  -0.516
C45 0.6654 -3.7428 -0.0242  0.416
C46 -0.4025 -4.0377 -0.8626  -0.353
C47 -1.0990 -5.2172 -0.6667  -0.885
C48 -0.7264 -6.0859 0.3581  -0.533
C49 0.3380 -5.7772 1.1914  -0.734
C50 1.0406 -4.5904 1.0073  -0.171
H34 1.1278 -1.2924 -2.8768  0.527
H35 2.3408 -1.7509 -5.0221  0.458
H36 4.2318 -3.3404 -5.0350  0.430
H37 4.9085 -4.4802 -2.9509  0.443
H38 3.7191 -4.0148 -0.8353  0.507
H39 -0.6746 -3.3517 -1.6568  0.309
H40 -1.9286 -5.4697 -1.3150  0.444
H41 -1.2740 -7.0080 0.5055  0.418
H42 0.6175 -6.4517 1.9903  0.429
H43 1.8650 -4.3248 1.6605  0.486



- Which value of E_tot does entry 1 give?
  -8202.6033 Ha



- What is the total charge in the second record?
  +2